1.
This record from the Open Molecules 2025 dataset describes a cluster of 3 separate species, C2H10NO2 in total. The level of theory is wB97M-V/def2-TZVPD.

The geometry in ORCA input format:
```
! wB97M-V def2-TZVPD RIJCOSX def2/J DEFGRID3
* xyz 1 1
C 0.081 -0.111 -1.711
C 2.117 1.009 -1.126
N 0.955 0.670 -0.708
H -0.946 0.108 -1.336
H 0.173 0.485 -2.623
H 0.412 -1.127 -1.590
H 2.579 0.558 -1.992
H 2.697 1.651 -0.486
H 0.654 0.704 0.338
H -0.301 0.891 2.386
H -0.967 -0.082 1.590
O -0.066 0.320 1.614
H -2.583 -1.464 2.625
H -2.520 -2.228 1.310
O -2.284 -1.385 1.712
*
```

Values from the calculation:
- Gap between HOMO and LUMO: 11.16 eV

---

2.
This record from the Open Molecules 2025 dataset describes a cluster of 3 separate species, C2H10NO2 in total. The level of theory is wB97M-V/def2-TZVPD.

The geometry in ORCA input format:
```
! wB97M-V def2-TZVPD RIJCOSX def2/J DEFGRID3
* xyz 1 1
C -1.635 -0.042 -1.336
C -0.436 1.723 -0.150
N -0.823 0.522 -0.248
H -1.840 0.786 -2.013
H -2.557 -0.447 -0.938
H -1.040 -0.764 -1.890
H -0.280 2.348 -1.023
H -0.082 2.049 0.821
H -0.741 -0.031 0.618
H 3.285 -0.452 0.956
H 3.046 -0.876 -0.448
O 2.554 -0.669 0.357
H 0.882 -1.402 1.409
H -0.251 -1.457 2.409
O -0.082 -1.288 1.474
*
```

Values from the calculation:
- Gap between HOMO and LUMO: 11.16 eV

---

Which structure loses on stability? 1 does.

---

1.
This record from the Open Molecules 2025 dataset describes an isolated molecule of C3H7NS2. The level of theory is wB97M-V/def2-TZVPD.

The geometry in ORCA input format:
```
! wB97M-V def2-TZVPD RIJCOSX def2/J DEFGRID3
* xyz 0 1
C -1.611 1.798 0.340
N -1.184 0.457 0.208
C -0.142 -0.091 -0.064
C 0.225 -1.501 -0.172
S 1.755 0.983 -0.555
S 3.226 -0.110 0.274
H -2.455 1.942 -0.337
H -0.823 2.521 0.122
H -1.971 1.929 1.362
H 1.200 -1.666 0.287
H 0.309 -1.761 -1.226
H -0.517 -2.143 0.303
H 3.648 -0.746 -0.831
*
```

Values from the calculation:
- SMILES: C/N=C(/C)SS
- Gap between HOMO and LUMO: 8.72 eV

---

2.
This record from the Open Molecules 2025 dataset describes an isolated molecule of C3H7NS2. The level of theory is wB97M-V/def2-TZVPD.

The geometry in ORCA input format:
```
! wB97M-V def2-TZVPD RIJCOSX def2/J DEFGRID3
* xyz 0 1
C -2.609 -1.035 0.062
N -1.461 -0.549 0.401
S -0.993 0.886 -0.394
C 0.434 1.268 0.626
C 1.766 0.710 -0.073
S 1.808 -1.092 -0.077
H -3.233 -0.531 -0.660
H -2.850 -1.969 0.573
H 0.324 0.777 1.616
H 0.540 2.379 0.629
H 2.659 1.165 0.347
H 1.724 0.976 -1.122
H 0.472 -1.309 -0.332
*
```

Values from the calculation:
- SMILES: C=NSCCS
- Gap between HOMO and LUMO: 9.32 eV

---

3.
This record from the Open Molecules 2025 dataset describes an isolated molecule of C3H7NS2. The level of theory is wB97M-V/def2-TZVPD.

The geometry in ORCA input format:
```
! wB97M-V def2-TZVPD RIJCOSX def2/J DEFGRID3
* xyz 0 1
S -3.684 -0.139 -0.271
C -2.136 -0.558 0.002
N -1.104 0.267 -0.109
C 0.140 0.017 0.530
C 1.265 0.143 -0.566
S 2.987 -0.343 -0.224
H -1.926 -1.623 -0.006
H -1.426 1.260 0.012
H 0.264 0.668 1.359
H 0.207 -1.056 0.924
H 1.202 1.153 -0.973
H 0.802 -0.425 -1.311
H 3.410 0.634 0.632
*
```

Values from the calculation:
- SMILES: S=CNCCS
- Gap between HOMO and LUMO: 9.08 eV

---

Which structure loses on stability? 2 does.

---

1.
This record from the Open Molecules 2025 dataset describes an isolated molecule of C5H7N3OS. The level of theory is wB97M-V/def2-TZVPD.

The geometry in ORCA input format:
```
! wB97M-V def2-TZVPD RIJCOSX def2/J DEFGRID3
* xyz 0 1
C 3.085 -1.630 1.069
C 1.944 0.117 1.272
C -0.437 0.792 -0.664
C -0.528 1.457 0.456
C -1.596 0.459 -1.495
N 2.134 -0.921 0.457
N 3.451 -1.120 2.222
N 2.728 0.017 2.320
O 0.850 2.365 2.584
S 1.106 1.883 1.191
H 3.366 -2.704 0.941
H 0.541 0.645 -0.988
H -1.369 1.726 1.127
H -1.507 0.742 -2.506
H -1.932 -0.674 -1.512
H -2.540 0.755 -1.014
H 2.850 0.637 3.158
*
```

Values from the calculation:
- Gap between HOMO and LUMO: 10.08 eV

---

2.
This record from the Open Molecules 2025 dataset describes an isolated molecule of C5H7N3OS. The level of theory is wB97M-V/def2-TZVPD.

The geometry in ORCA input format:
```
! wB97M-V def2-TZVPD RIJCOSX def2/J DEFGRID3
* xyz 0 1
C 1.443 1.371 -0.430
N 0.378 0.390 -0.431
C 0.283 -0.370 0.755
N 1.262 -0.194 1.652
C -0.705 -1.315 0.905
C -1.747 -1.424 -0.031
O -2.657 -2.243 0.053
N -1.636 -0.620 -1.158
C -0.648 0.359 -1.345
S -0.769 1.404 -2.682
H 1.271 2.076 0.438
H 1.393 1.920 -1.357
H 2.501 0.912 -0.323
H 0.842 -0.373 2.658
H 1.616 0.748 1.534
H -0.680 -1.880 1.817
H -2.148 -0.759 -2.055
*
```

Values from the calculation:
- SMILES: Cn1c(N)cc(=O)[nH]c1=S
- Gap between HOMO and LUMO: 8.89 eV

---

Which structure loses on stability? 1 does.

---

1.
This record from the Open Molecules 2025 dataset describes an isolated molecule of C3H3ClO. The level of theory is wB97M-V/def2-TZVPD.

The geometry in ORCA input format:
```
! wB97M-V def2-TZVPD RIJCOSX def2/J DEFGRID3
* xyz 0 1
C 0.778 0.934 -0.036
C 0.332 -0.358 0.020
Cl 1.552 -1.578 0.012
C -1.103 -0.585 0.095
O -1.668 -1.632 -0.095
H 0.083 1.701 -0.059
H 1.782 1.223 -0.208
H -1.755 0.295 0.271
*
```

Values from the calculation:
- SMILES: C=C(Cl)C=O
- Gap between HOMO and LUMO: 9.92 eV

---

2.
This record from the Open Molecules 2025 dataset describes a cluster of 2 separate species, C3H3ClO in total. The level of theory is wB97M-V/def2-TZVPD.

The geometry in ORCA input format:
```
! wB97M-V def2-TZVPD RIJCOSX def2/J DEFGRID3
* xyz 0 1
C -0.029 -1.006 1.889
C -0.369 -0.137 0.974
C -0.702 0.639 0.009
O -0.882 1.587 -0.689
H -0.715 -1.763 2.270
H 0.987 -0.958 2.416
Cl 0.946 1.418 -3.191
H 0.764 0.221 -3.679
*
```

Values from the calculation:
- SMILES: C=C=C=O.Cl
- Gap between HOMO and LUMO: 8.13 eV

---

3.
This record from the Open Molecules 2025 dataset describes an isolated molecule of C3H3ClO. The level of theory is wB97M-V/def2-TZVPD.

The geometry in ORCA input format:
```
! wB97M-V def2-TZVPD RIJCOSX def2/J DEFGRID3
* xyz 0 1
C 0.148 -1.201 0.161
C 0.656 0.005 -0.156
Cl 1.505 0.101 -1.615
C -0.439 1.269 0.148
O -0.362 2.425 -0.330
H -0.951 -1.373 0.745
H 0.532 -2.130 -0.170
H -1.088 0.904 1.218
*
```

Values from the calculation:
- SMILES: C=C(Cl)C=O
- Gap between HOMO and LUMO: 9.69 eV

---

Which structure loses on stability? 3 does.